Entry from the Open Molecules 2025 dataset: 2 unconnected molecules or ions with the total composition C4H7NO2 (the ωB97M-V functional and the def2-TZVPD basis).

```
14
Properties=species:S:1:pos:R:3:nbo_charge:R:1
C -1.94 0.04 0.14 -0.7190
C -0.68 0.07 -0.71 0.5565
N -0.14 1.21 -1.10 -0.4977
O -0.04 -1.01 -0.95 -0.5342
C 1.45 -1.05 0.53 -0.1783
C 1.93 0.21 0.14 0.2020
O 1.20 1.21 0.35 -0.4408
H -1.72 0.42 1.15 0.2297
H -2.72 0.67 -0.29 0.2279
H -2.32 -0.98 0.22 0.2326
H -0.57 2.01 -0.64 0.3452
H 0.69 -1.11 1.31 0.2129
H 2.06 -1.93 0.36 0.2123
H 2.82 0.29 -0.50 0.1510
```

The HOMO-LUMO gap (alpha / beta) comes out at 8.35 / 8.35 eV. The multiplicity is 1. As for the strongest force on any atom: 0.84 eV/Å. The value obtained for the energy above the lowest of the compared OMol25 structures with the same formula, charge and spin is 439.5 kJ/mol. The charge is 0. The highest occupied orbital energy (alpha / beta) comes out at -9.4 / -9.4 eV. The energy comes out at -361.71346 Ha.

=====

Entry from the Open Molecules 2025 dataset: a molecular structure, C13H16AlBBeF6N4O14PS3 at a distorted geometry (the ωB97M-V functional and the def2-TZVPD basis).

```
60
Properties=species:S:1:pos:R:3:nbo_charge:R:1
C 1.99 -2.39 -1.10 -0.6401
C 2.05 -1.64 -2.60 -0.5884
S 0.57 -2.02 -3.68 0.4767
C -0.78 -0.71 -3.47 -0.6052
C -0.37 0.20 -2.17 0.0211
C 0.37 1.64 -2.45 0.3136
O 0.61 2.07 -3.85 -0.6812
C 0.84 2.56 -1.18 0.2871
O 1.53 3.87 -1.39 -0.3505
N 2.67 3.52 -2.08 0.3668
O 3.00 4.47 -2.78 -0.2253
C 0.53 1.96 0.34 -0.2914
B 1.01 2.80 1.71 1.0489
C 2.62 3.19 1.78 -1.0416
O 0.06 3.18 2.79 -0.8797
C -0.25 0.53 0.57 0.1699
N -0.63 -0.22 1.84 -0.7966
S -1.47 -1.72 1.42 0.8560
N -1.47 -1.72 -0.35 -0.4680
C -0.74 -0.40 -0.68 0.1183
H 2.28 -1.58 -0.30 0.2098
H 0.91 -2.75 -0.83 0.2222
H 2.69 -3.34 -1.06 0.2532
H 3.00 -2.13 -3.13 0.2808
H 2.32 -0.50 -2.50 0.2550
H -0.78 -0.10 -4.50 0.3019
H -1.83 -1.24 -3.28 0.3335
H -0.02 2.87 -3.98 0.5225
H 3.20 2.73 0.87 0.2341
H 2.72 4.38 1.76 0.3110
H 3.16 2.81 2.76 0.2224
H 0.13 2.53 3.56 0.5130
N -4.13 -2.55 -3.84 0.6957
O -5.30 -2.97 -3.91 -0.2478
O -3.86 -1.56 -3.14 -0.3054
O -3.23 -3.13 -4.47 -0.3130
Be 0.50 -1.02 3.43 0.4561
F -4.96 4.59 3.51 -0.5268
P -3.70 3.74 3.85 2.6553
F -3.25 3.91 2.37 -0.5712
F -4.01 4.57 5.13 -0.5303
F -3.23 2.59 4.78 -0.5916
F -2.24 4.30 3.90 -0.5756
F -4.50 2.48 3.41 -0.5864
Al 3.20 0.13 3.78 0.6904
C -0.31 -5.23 1.51 -0.0979
C -1.71 -5.73 1.85 -0.1059
O -1.51 -6.94 2.56 -0.6584
S -0.12 -6.84 3.41 2.4862
O -0.44 -6.46 4.76 -0.8684
O 0.70 -7.98 3.08 -0.8553
O 0.49 -5.53 2.65 -0.6880
H 0.10 -5.77 0.65 0.2013
H -0.30 -4.15 1.30 0.1760
H -2.32 -5.90 0.96 0.2241
H -2.23 -5.03 2.51 0.1861
C 4.06 6.93 -4.01 0.8743
O 3.01 7.51 -3.81 -0.3725
O 4.39 6.39 -5.07 -0.2465
O 4.96 6.78 -3.17 -0.2542
```

The HOMO-LUMO gap comes out at 1.56 eV. The multiplicity is 1. As for the strongest force on any atom: 6.94 eV/Å. The charge is +1. The highest occupied orbital energy comes out at -11.4 eV. The energy comes out at -4193.12474 Ha.

=====

Entry from the Open Molecules 2025 dataset: a molecular structure, C44H50BrGaN5SeTe at a distorted geometry (the ωB97M-V functional and the def2-TZVPD basis).

```
103
Properties=species:S:1:pos:R:3:mulliken_charge:R:1
Ga 12.52 12.95 13.77 -0.5960
Te 15.36 13.19 14.51 -0.3070
C 17.25 13.12 13.41 0.1194
C 17.52 12.03 12.61 0.1030
C 18.82 11.76 12.18 -0.6869
C 19.84 12.68 12.43 -0.4466
C 19.53 13.87 13.12 -0.6102
C 18.26 14.08 13.62 -0.3970
H 16.72 11.35 12.33 0.2543
H 19.05 10.81 11.68 0.3712
H 20.84 12.47 12.11 0.3850
H 20.30 14.59 13.33 0.3954
H 18.04 14.93 14.28 0.3221
Se 13.85 13.72 17.28 0.2790
N 12.45 13.19 16.00 -0.4887
C 11.43 12.98 16.84 0.8110
C 10.06 12.77 16.44 -0.2087
C 9.13 12.45 17.40 -0.7100
C 9.42 12.21 18.77 -0.6563
C 10.69 12.42 19.25 -0.7016
C 11.71 12.86 18.34 0.5858
N 12.93 13.11 18.80 -0.7848
H 9.80 12.85 15.41 0.4570
H 8.10 12.41 17.06 0.4583
H 8.63 11.87 19.43 0.4177
H 10.97 12.33 20.31 0.4837
C 7.59 8.97 11.38 -1.7016
C 8.64 10.06 11.38 -0.3196
C 8.55 11.16 10.50 -1.0067
C 9.55 12.14 10.45 0.3672
C 9.40 13.22 9.41 -1.4616
C 10.64 12.07 11.33 -0.1819
C 10.68 11.07 12.38 1.2928
C 9.65 10.05 12.32 -0.5368
N 11.69 11.09 13.33 0.3237
C 12.09 9.85 14.13 1.6972
C 13.41 10.07 14.90 -1.1683
C 13.79 8.85 15.73 0.3834
C 14.00 7.62 14.83 -1.4849
C 12.70 7.39 14.05 0.0643
C 11.54 7.10 15.04 -1.1995
C 11.39 8.25 16.01 0.2652
C 12.70 8.51 16.76 -1.3318
C 11.05 9.53 15.23 -0.4605
C 12.33 8.62 13.20 -0.9533
H 7.06 8.99 10.42 0.3929
H 6.87 9.07 12.24 0.3054
H 8.03 7.98 11.48 0.3676
H 7.71 11.24 9.82 0.3232
H 8.42 13.13 8.93 0.4099
H 10.15 13.13 8.62 0.1755
H 9.50 14.23 9.88 0.2327
H 11.46 12.79 11.26 0.9637
H 9.70 9.20 13.02 0.4272
H 13.32 10.93 15.57 -0.0731
H 14.21 10.26 14.15 0.1364
H 14.75 9.04 16.24 0.3700
H 14.24 6.75 15.46 0.5463
H 14.83 7.82 14.15 0.4786
H 12.81 6.53 13.36 0.2933
H 11.79 6.17 15.56 0.5453
H 10.60 6.95 14.46 0.4370
H 10.57 8.03 16.73 0.3125
H 13.03 7.60 17.31 0.5789
H 12.57 9.35 17.49 0.3001
H 11.01 10.39 15.93 -0.7576
H 10.02 9.43 14.82 0.5753
H 11.43 8.35 12.57 0.4952
H 13.14 8.84 12.51 0.3099
Br 12.83 13.01 6.66 -0.1177
C 13.50 12.48 8.37 -0.1088
C 14.42 13.28 9.07 -0.7815
C 14.82 12.83 10.33 -0.4734
N 14.38 11.72 10.90 0.0561
C 13.47 10.99 10.22 0.2365
C 13.03 11.30 8.93 -0.6239
H 14.76 14.20 8.61 0.4876
H 15.56 13.36 10.90 0.6962
H 13.08 10.10 10.71 0.0372
H 12.34 10.66 8.40 0.4825
C 13.37 18.35 12.33 -0.8734
N 14.12 17.08 12.63 0.1364
C 14.27 16.25 11.38 -0.7248
C 13.55 16.32 13.79 -0.5992
C 12.07 15.97 13.75 0.6231
C 11.15 17.00 13.99 -0.5639
C 9.78 16.83 13.78 -0.8975
C 9.28 15.55 13.52 -1.1254
C 10.17 14.50 13.41 0.1161
C 11.57 14.65 13.52 1.4107
H 13.98 18.91 11.59 0.3727
H 13.25 18.97 13.24 0.3314
H 12.40 18.12 11.88 0.3987
H 15.06 17.34 12.91 0.3747
H 13.28 16.09 10.94 0.4037
H 14.73 15.29 11.69 0.0191
H 14.92 16.77 10.67 0.4682
H 13.77 16.94 14.68 0.5890
H 14.13 15.40 13.89 -0.9373
H 11.52 17.96 14.37 0.5448
H 9.09 17.66 13.87 0.4264
H 8.21 15.37 13.36 0.5238
H 9.77 13.50 13.32 0.5094
```

The HOMO-LUMO gap comes out at 5.41 eV. The multiplicity is 1. As for the strongest force on any atom: 3.78 eV/Å. The charge is +1. The highest occupied orbital energy comes out at -9.3 eV. The energy comes out at -9148.40779 Ha.

=====

Entry from the Open Molecules 2025 dataset: 15 unconnected molecules or ions with the total composition C15H60O15 at a distorted geometry (the ωB97M-V functional and the def2-TZVPD basis).

```
90
Properties=species:S:1:pos:R:3:lowdin_spin:R:1
C -17.25 -20.35 8.37 0.0000
O -16.56 -20.86 9.45 0.0000
H -16.68 -20.37 7.44 0.0000
H -18.15 -20.88 8.05 0.0000
H -17.56 -19.33 8.60 0.0000
H -17.20 -20.72 10.15 0.0000
C -16.61 -23.47 6.93 0.0000
O -17.49 -22.92 5.97 0.0000
H -16.43 -24.52 6.71 0.0000
H -15.70 -22.88 6.96 0.0000
H -17.09 -23.53 7.91 0.0000
H -18.32 -23.38 5.82 0.0000
C -12.35 -23.92 7.53 0.0001
O -12.16 -23.66 8.88 0.0009
H -12.77 -23.01 7.11 0.0000
H -11.46 -24.34 7.06 0.0000
H -13.08 -24.71 7.34 0.0001
H -13.00 -23.38 9.23 0.0000
C -9.02 -20.36 8.46 0.0709
O -9.43 -19.66 7.29 0.3592
H -9.75 -21.10 8.77 0.0259
H -8.13 -20.97 8.35 0.0366
H -8.88 -19.63 9.25 0.0007
H -9.75 -20.29 6.65 0.0027
C -15.38 -16.30 5.41 0.0000
O -15.80 -17.22 6.37 0.0002
H -14.31 -16.23 5.22 0.0000
H -15.86 -16.54 4.45 0.0000
H -15.69 -15.30 5.71 0.0000
H -16.74 -17.11 6.49 0.0000
C -13.81 -18.16 2.48 0.0000
O -12.58 -17.59 2.01 0.0000
H -13.79 -18.36 3.55 0.0000
H -14.63 -17.45 2.35 0.0000
H -14.17 -18.91 1.77 0.0000
H -11.88 -17.80 2.63 0.0000
C -15.19 -23.53 10.49 0.0000
O -14.68 -22.57 9.59 0.0000
H -14.52 -24.37 10.68 0.0000
H -15.32 -23.08 11.48 0.0000
H -16.12 -23.95 10.10 0.0000
H -15.23 -21.78 9.51 0.0000
C -10.09 -18.44 4.40 0.0005
O -10.06 -17.60 3.27 0.0017
H -9.17 -19.02 4.49 0.0005
H -10.13 -17.79 5.27 -0.0002
H -10.95 -19.11 4.40 0.0000
H -9.34 -16.97 3.37 0.0000
C -16.19 -20.21 4.29 0.0000
O -17.52 -20.72 4.17 0.0000
H -16.03 -19.37 3.62 0.0000
H -16.13 -19.75 5.28 0.0000
H -15.48 -21.02 4.12 0.0000
H -17.60 -21.46 4.77 0.0000
C -11.72 -18.65 10.52 0.0702
O -11.88 -17.71 9.54 0.3621
H -11.56 -19.66 10.15 0.0325
H -10.80 -18.41 11.06 0.0003
H -12.52 -18.55 11.26 0.0273
H -12.72 -17.82 9.10 0.0020
C -13.39 -19.78 6.78 0.0005
O -13.62 -18.49 7.28 0.0037
H -14.14 -20.52 7.08 0.0000
H -13.41 -19.73 5.69 0.0004
H -12.40 -20.07 7.13 -0.0002
H -14.47 -18.20 6.94 0.0002
C -12.99 -21.89 2.85 0.0000
O -13.11 -22.05 4.25 0.0000
H -12.07 -22.27 2.41 0.0000
H -13.71 -22.43 2.22 0.0000
H -13.05 -20.83 2.59 0.0000
H -13.52 -22.89 4.47 0.0000
C -11.64 -15.48 6.39 -0.0001
O -10.32 -15.07 6.31 0.0001
H -12.34 -14.64 6.45 0.0000
H -11.88 -16.10 5.53 0.0000
H -11.88 -16.10 7.25 -0.0003
H -10.09 -14.77 5.43 0.0000
C -15.41 -17.60 10.24 0.0007
O -15.88 -16.35 10.64 0.0014
H -14.55 -17.92 10.82 -0.0001
H -16.15 -18.39 10.38 0.0000
H -15.04 -17.53 9.21 0.0005
H -16.63 -16.39 11.24 0.0000
C -9.79 -22.08 4.30 0.0000
O -10.64 -21.72 5.43 -0.0010
H -9.99 -21.33 3.53 0.0000
H -8.75 -22.06 4.61 0.0000
H -9.90 -23.09 3.91 0.0000
H -11.58 -21.83 5.24 0.0000
```

The HOMO-LUMO gap (alpha / beta) comes out at 9.94 / 2.80 eV. The multiplicity is 2. As for the strongest force on any atom: 2.56 eV/Å. The value obtained for the energy above the lowest of the compared OMol25 structures with the same formula, charge and spin is 549.6 kJ/mol. The charge is +1. The highest occupied orbital energy (alpha / beta) comes out at -11.9 / -11.9 eV. The energy comes out at -1735.45116 Ha.